Record 1
Entry from OMol25: 10 unconnected molecules or ions with the total composition C60H150N10O20 in a non-equilibrium geometry (ωB97M-V with the def2-TZVPD basis set).

HOMO energy in eV: -8.19
E in eV: -120484.0428
SMILES: COCCNCCOC.COCCNCCOC.COCCNCCOC.COCCNCCOC.COCCNCCOC.COCCNCCOC.COCCNCCOC.COCCNCCOC.COCCNCCOC.COCCNCCOC

```
! RIJCOSX wB97M-V def2-TZVPD def2/J DEFGRID3
* xyz 0 1
C 1.20 -3.22 0.05
O 1.93 -4.42 0.32
C 1.10 -5.57 0.49
C 1.77 -6.80 -0.20
N 2.35 -7.88 0.63
C 3.64 -7.31 1.16
C 4.29 -8.29 2.12
O 3.88 -8.09 3.46
C 4.24 -9.22 4.22
H 0.60 -3.10 0.96
H 0.68 -3.16 -0.91
H 1.92 -2.42 0.18
H 0.10 -5.54 0.04
H 0.95 -5.80 1.55
H 2.38 -6.54 -1.06
H 0.94 -7.35 -0.66
H 1.85 -7.97 1.51
H 3.37 -6.44 1.76
H 4.34 -7.13 0.34
H 5.35 -8.04 2.02
H 4.21 -9.29 1.69
H 5.33 -9.35 4.20
H 3.93 -10.15 3.74
H 3.96 -9.09 5.26
C 2.47 0.57 6.02
O 2.80 -0.28 7.10
C 2.11 0.06 8.33
C 2.54 -0.99 9.34
N 1.86 -2.27 9.24
C 1.72 -3.03 10.44
C 0.90 -4.31 10.28
O -0.51 -4.16 10.33
C -1.15 -5.42 10.49
H 1.45 0.50 5.61
H 3.21 0.41 5.24
H 2.52 1.64 6.25
H 1.02 -0.04 8.26
H 2.42 1.08 8.52
H 2.07 -0.53 10.22
H 3.62 -1.10 9.41
H 1.04 -2.24 8.65
H 1.37 -2.49 11.33
H 2.73 -3.37 10.68
H 1.35 -5.00 11.00
H 1.13 -4.71 9.29
H -2.20 -5.32 10.21
H -1.16 -5.80 11.51
H -0.69 -6.15 9.83
C 5.28 -3.64 0.39
O 5.24 -3.21 -0.95
C 5.21 -4.28 -1.92
C 5.14 -3.64 -3.28
N 6.38 -2.94 -3.56
C 6.30 -2.08 -4.75
C 5.53 -0.78 -4.44
O 5.60 -0.32 -3.09
C 5.46 1.10 -2.96
H 4.55 -4.42 0.61
H 5.09 -2.79 1.05
H 6.28 -4.02 0.64
H 4.47 -5.04 -1.64
H 6.12 -4.88 -1.89
H 4.33 -2.91 -3.09
H 4.85 -4.33 -4.08
H 6.63 -2.35 -2.78
H 5.70 -2.62 -5.49
H 7.28 -1.83 -5.15
H 4.47 -0.98 -4.67
H 5.78 -0.04 -5.20
H 4.41 1.37 -2.82
H 5.73 1.64 -3.87
H 6.05 1.39 -2.10
C 2.32 -1.55 2.71
O 1.64 -0.56 1.93
C 2.54 0.45 1.47
C 1.88 1.35 0.44
N 1.96 0.81 -0.91
C 0.81 1.24 -1.75
C 0.75 2.72 -1.98
O -0.30 3.21 -1.12
C -0.14 4.43 -0.49
H 3.04 -2.15 2.14
H 1.63 -2.24 3.20
H 2.88 -0.91 3.40
H 3.53 0.09 1.17
H 2.92 1.08 2.28
H 2.22 2.38 0.37
H 0.88 1.33 0.88
H 1.86 -0.19 -0.81
H -0.12 0.82 -1.36
H 0.96 0.69 -2.69
H 0.52 2.98 -3.02
H 1.70 3.18 -1.70
H 0.57 4.38 0.34
H -1.10 4.82 -0.16
H 0.28 5.21 -1.15
C -2.66 -0.12 -5.60
O -2.68 0.03 -4.21
C -3.94 -0.32 -3.70
C -4.05 -0.06 -2.21
N -3.85 -1.07 -1.15
C -2.77 -2.05 -1.30
C -1.35 -1.46 -1.56
O -0.49 -2.23 -2.37
C -0.71 -2.32 -3.77
H -3.51 0.36 -6.12
H -2.69 -1.17 -5.92
H -1.75 0.27 -6.07
H -4.29 -1.36 -3.83
H -4.74 0.25 -4.19
H -5.06 0.35 -2.12
H -3.45 0.83 -2.02
H -3.72 -0.62 -0.25
H -3.06 -2.70 -2.12
H -2.61 -2.56 -0.35
H -0.76 -1.12 -0.70
H -1.58 -0.51 -2.04
H -0.77 -1.31 -4.18
H -1.68 -2.82 -3.93
H -0.06 -3.03 -4.28
C -4.62 5.06 1.06
O -4.95 5.04 -0.34
C -3.92 4.98 -1.28
C -4.55 4.93 -2.66
N -5.49 3.83 -2.85
C -6.11 3.70 -4.17
C -4.99 3.25 -5.16
O -5.68 2.79 -6.35
C -4.88 2.64 -7.51
H -4.54 4.04 1.44
H -5.44 5.58 1.56
H -3.70 5.61 1.25
H -3.35 4.06 -1.14
H -3.22 5.82 -1.18
H -3.72 4.85 -3.37
H -4.98 5.89 -2.98
H -6.08 3.82 -2.03
H -6.53 4.66 -4.48
H -6.91 2.97 -4.09
H -4.55 2.42 -4.61
H -4.45 4.12 -5.51
H -5.08 3.47 -8.20
H -5.14 1.71 -8.02
H -3.81 2.52 -7.30
C 4.06 5.27 -3.09
O 3.53 6.56 -2.95
C 4.10 7.44 -3.96
C 3.21 8.71 -3.98
N 1.81 8.27 -4.19
C 0.88 9.43 -4.01
C 1.07 10.52 -5.05
O 0.25 10.20 -6.17
C 0.84 10.09 -7.45
H 3.52 4.53 -2.49
H 5.12 5.27 -2.80
H 4.06 4.88 -4.11
H 4.18 6.87 -4.88
H 5.12 7.62 -3.61
H 3.67 9.32 -4.75
H 3.50 9.29 -3.09
H 1.74 7.72 -3.34
H 1.21 9.87 -3.06
H -0.13 9.02 -4.00
H 2.13 10.61 -5.30
H 0.61 11.41 -4.63
H 0.17 9.52 -8.09
H 1.78 9.55 -7.31
H 1.15 11.03 -7.91
C -3.25 -7.23 3.42
O -3.46 -6.00 4.09
C -4.49 -5.21 3.49
C -3.98 -4.53 2.23
N -3.02 -3.45 2.53
C -3.54 -2.12 2.41
C -2.32 -1.22 2.33
O -2.73 0.13 1.97
C -1.67 1.11 1.97
H -4.17 -7.81 3.31
H -2.54 -7.73 4.08
H -2.70 -7.16 2.48
H -4.87 -4.46 4.19
H -5.33 -5.88 3.29
H -4.78 -4.10 1.62
H -3.51 -5.29 1.61
H -2.74 -3.60 3.50
H -4.22 -1.82 3.22
H -4.11 -2.15 1.48
H -1.53 -1.57 1.66
H -1.90 -1.00 3.32
H -0.98 0.94 2.80
H -2.18 2.07 2.06
H -1.27 1.14 0.95
C 0.70 -11.12 2.78
O -0.31 -10.72 3.71
C -0.09 -9.65 4.64
C 0.55 -8.39 4.07
N 0.81 -7.36 5.04
C -0.27 -6.70 5.73
C 0.29 -5.55 6.58
O 1.03 -4.70 5.74
C 0.59 -3.35 5.87
H 0.91 -12.19 2.89
H 1.69 -10.67 2.72
H 0.17 -10.94 1.84
H 0.50 -10.11 5.43
H -1.08 -9.40 5.01
H -0.19 -8.04 3.33
H 1.43 -8.64 3.48
H 1.58 -6.76 4.79
H -0.76 -7.46 6.35
H -0.98 -6.24 5.03
H 1.03 -6.04 7.23
H -0.43 -5.16 7.30
H 0.82 -2.88 6.83
H -0.49 -3.30 5.72
H 1.11 -2.81 5.08
C -3.90 13.15 -4.01
O -3.62 11.77 -3.79
C -4.61 10.87 -4.31
C -4.41 9.44 -3.99
N -3.30 8.93 -4.82
C -3.06 7.49 -4.61
C -1.91 6.93 -5.43
O -1.89 5.51 -5.63
C -1.05 4.81 -4.73
H -4.69 13.47 -3.33
H -4.09 13.33 -5.07
H -3.04 13.71 -3.65
H -4.67 11.08 -5.39
H -5.53 11.26 -3.86
H -5.32 8.86 -4.10
H -4.12 9.38 -2.93
H -2.52 9.47 -4.46
H -3.89 6.84 -4.88
H -2.89 7.40 -3.53
H -0.91 7.28 -5.15
H -2.15 7.37 -6.40
H -1.35 4.87 -3.68
H -0.04 5.19 -4.88
H -1.10 3.76 -5.01
*
```


Record 2
Entry from OMol25: a molecular structure, C27H32Cl2HoN2O4 in a non-equilibrium geometry (ωB97M-V with the def2-TZVPD basis set).

HOMO energy (spin up / spin down) in eV: -0.77 / -0.82
E in eV: -90529.7481

```
! RIJCOSX wB97M-V def2-TZVPD def2/J DEFGRID3
* xyz -1 5
Ho -0.36 -0.05 -0.33
Cl 1.95 -0.12 -1.80
N 0.27 2.32 -0.47
N 0.19 -2.42 -0.16
C -0.66 3.05 -1.04
C -0.54 -3.11 -1.00
C 1.35 3.25 -0.06
C 0.64 4.60 -0.08
C 2.46 3.23 -1.10
C 1.92 2.89 1.30
H 2.08 3.57 -2.07
H 2.84 2.21 -1.22
H 3.27 3.91 -0.78
H 1.12 2.84 2.05
H 2.63 3.66 1.62
H 2.44 1.93 1.27
C 1.14 -3.34 0.50
C 0.75 -4.70 -0.08
C 0.96 -3.29 2.01
C 2.57 -3.00 0.14
H 2.70 -3.03 -0.95
H 3.25 -3.74 0.60
H 2.85 -2.00 0.49
H -0.08 -3.48 2.28
H 1.25 -2.30 2.40
H 1.60 -4.04 2.49
O -0.30 -4.41 -1.07
H 0.32 -5.40 0.64
H 1.56 -5.21 -0.63
O -0.56 4.36 -0.90
H 1.19 5.42 -0.56
H 0.30 4.92 0.91
C -1.77 2.43 -1.84
C -1.63 -2.49 -1.84
C -1.19 -1.26 -2.61
H -2.43 -2.21 -1.14
H -2.02 -3.25 -2.53
C -1.33 -0.02 -2.24
C -1.29 1.23 -2.63
H -1.76 0.14 1.92
C -0.64 1.26 -3.91
C -0.30 0.02 -4.47
C -0.41 2.58 -4.50
C -0.55 -1.24 -3.90
H 0.19 0.03 -5.42
C -0.24 -2.55 -4.49
H 0.09 -2.41 -5.50
H -1.12 -3.20 -4.48
H 0.54 -3.06 -3.92
H -1.30 3.21 -4.43
H -0.16 2.46 -5.55
H 0.40 3.10 -4.00
H -2.22 3.20 -2.49
H -2.54 2.11 -1.11
Cl -2.38 0.36 8.19
C -1.87 0.25 6.56
C -2.40 -0.78 5.75
C -2.04 -0.84 4.42
C -1.13 0.06 3.95
C -0.52 1.08 4.72
C -0.96 1.17 6.05
C -0.77 -0.11 2.54
O -1.60 -0.90 1.74
O 0.13 0.52 1.87
H -3.10 -1.49 6.17
H -2.46 -1.61 3.77
H 0.23 1.71 4.28
H -0.58 1.95 6.67
*
```


Record 3
Entry from OMol25: a molecular structure, C5H7NO in a non-equilibrium geometry (ωB97M-V with the def2-TZVPD basis set).

HOMO energy in eV: -9.75
E in eV: -8833.0677

```
! RIJCOSX wB97M-V def2-TZVPD def2/J DEFGRID3
* xyz 0 1
O -0.34 -0.23 -2.09
C -0.91 -0.01 -0.83
C -0.74 -0.95 0.35
C 0.59 -0.65 0.96
C 1.20 0.56 0.26
C -0.25 1.01 0.13
N -0.61 0.15 1.33
H 0.46 -0.77 -2.00
H -1.97 0.18 -1.01
H -1.45 -1.67 0.74
H 1.09 -1.34 1.64
H 1.81 0.48 -0.64
H 1.70 1.16 1.02
H -0.57 2.05 0.14
*
```


Record 4
Entry from OMol25: 2 unconnected molecules or ions with the total composition C14H16 in a non-equilibrium geometry (ωB97M-V with the def2-TZVPD basis set).

HOMO energy in eV: -8.68
E in eV: -14776.9632
SMILES: Cc1ccccc1.Cc1ccccc1

```
! RIJCOSX wB97M-V def2-TZVPD def2/J DEFGRID3
* xyz 0 1
C 0.85 -1.86 -2.63
C 1.52 -1.00 -1.60
C 1.94 0.30 -1.90
C 2.99 0.88 -1.21
C 3.47 0.21 -0.08
C 3.00 -1.05 0.30
C 2.04 -1.66 -0.47
H 0.31 -2.71 -2.17
H 1.63 -2.36 -3.20
H 0.13 -1.36 -3.27
H 1.46 0.83 -2.72
H 3.59 1.74 -1.46
H 4.31 0.63 0.46
H 3.48 -1.55 1.12
H 1.69 -2.66 -0.26
C -1.41 -0.10 -0.57
C -1.83 0.58 0.71
C -2.78 1.61 0.60
C -3.26 2.17 1.77
C -2.88 1.62 3.00
C -2.04 0.52 3.06
C -1.52 -0.06 1.90
H -2.13 0.05 -1.38
H -1.25 -1.18 -0.44
H -0.44 0.26 -0.89
H -3.01 1.99 -0.38
H -4.00 2.96 1.84
H -3.12 2.14 3.92
H -1.85 0.03 4.01
H -0.89 -0.93 1.96
*
```